Entry 1:
251
Properties=species:S:1:pos:R:3 method="wB97M-V/def2-TZVPD" relative_energy_ev=5.189 fmax_ev_per_a=3.88 e_lumo_ev=-0.1 energy_ev=-121016.1201 homo_lumo_gap_ha=0.3312 homo_energy_ha=-0.3335
C 3.83181 0.87712 0.81097
H -7.47039 -1.99016 3.98943
H 1.80847 4.50029 4.44073
N -5.98075 -2.79376 -2.83884
H 6.05941 -0.67780 4.87609
H -6.06982 2.71965 3.62560
H -1.41928 -5.71549 -0.91840
H -4.20054 1.23308 -6.03160
H 0.56731 5.60787 5.04225
H 4.56061 -4.90832 1.14744
N 4.11549 -1.24791 5.01780
H 3.06830 0.74748 -4.96571
H 5.94871 5.97797 0.42755
H 1.03818 4.65080 7.73110
H 4.25011 -2.05691 4.42829
H 2.90829 -5.09297 -1.96029
H -4.28087 7.49098 -2.74175
H -1.94506 -8.50831 -1.82114
H -6.15816 4.49871 3.58641
C -7.25938 -3.17651 -3.26703
H 1.07474 -5.55550 1.28927
C 5.10895 -4.25541 -6.10515
H -4.38784 -7.74757 -1.14772
H -6.74237 -1.18659 1.61145
H 1.44399 -1.08450 6.71564
C -7.60115 -3.77867 5.74257
H -6.31811 -3.47828 1.96928
H 4.25870 -8.47154 -0.95706
C -2.17460 -7.77429 -1.04874
H -6.82297 2.99457 -0.98021
H 9.04258 -0.80109 6.72381
H 4.58669 -7.08093 1.21783
H -6.83803 -3.54404 6.48464
H -0.32708 -3.18795 -5.90743
H 3.45753 -6.06029 -3.91270
H -0.27361 -1.21480 -0.82625
C -6.42811 2.72979 -3.03470
H 6.16158 0.94551 6.50240
C -6.78657 3.62703 -1.86721
H -5.90857 -2.11941 4.66399
H 1.15933 -6.48736 2.79079
H -6.52794 -4.50107 -4.82701
H -11.08835 -5.26219 -2.92127
H -1.03098 -9.04380 0.10610
H -5.33247 -3.34472 -3.38318
H -3.33741 -5.57762 -10.67411
H 4.59253 5.00964 -0.20637
O 2.17385 5.47301 6.27434
H 0.07958 -0.24043 1.34635
C -1.48788 -3.64831 -8.36770
H -0.47253 7.61864 -0.55840
C -1.76984 6.89196 -3.03787
H -4.82935 2.68215 -5.53088
H 9.92698 2.92817 2.52931
H -4.20428 1.85026 3.05549
H -3.42976 -4.80100 -8.40613
H -4.33614 2.50552 -2.45450
C 3.73507 -5.10322 -4.35438
C 4.94163 -4.09613 -2.49277
H -0.04846 -1.89316 -7.06123
H -7.73506 4.11671 -2.08791
H -0.79934 -3.06086 -8.97509
H -6.20566 3.42714 -3.84237
H 2.33749 5.91149 10.95701
N 2.61993 -4.21012 -2.35718
H -2.87729 2.60236 2.68704
C -3.52822 5.05971 3.58257
H 4.57375 1.39069 -4.50654
C 3.05124 -5.79792 2.11560
H 8.56624 -2.28046 5.92646
C 5.61317 6.39778 -1.59481
H -4.44209 -4.15365 3.18395
H 3.42624 7.69646 8.12989
H -4.07130 8.94794 -1.73416
H 0.77463 0.86446 7.72505
H 1.18896 4.82270 10.15343
H 4.35195 1.61108 1.42647
H 4.96270 -3.24204 -1.81587
H 7.31402 7.62337 -0.90882
O -1.09368 -6.56707 -2.79018
H 0.89777 6.51508 10.08340
H 7.93264 -0.69400 5.47532
H 5.16434 -3.28300 -5.61583
C -2.48452 -5.00144 -10.31539
H 0.21330 6.08025 -0.22449
H 1.93231 0.70723 -0.90739
H 0.72738 4.02223 5.73571
H 10.85903 3.27861 1.19460
H -8.41890 2.41458 -3.55612
C 3.21267 -8.44545 -0.65172
C -4.41524 -3.17386 2.70709
O 10.81061 0.33021 2.90169
H 1.97324 7.86654 8.51680
H -3.07441 -2.68401 -10.33635
H -1.56548 -0.65857 6.43498
H 11.34649 -0.43771 3.11317
C -3.56174 -7.97312 -0.47334
H -2.86386 7.01895 4.80527
O 5.85140 8.94471 -1.38007
H -2.06260 5.87908 -1.11109
O -7.00328 -3.90453 4.50251
H -0.07081 2.26064 -0.15510
H -1.75653 -5.78422 -10.10234
H -0.92321 7.16149 -3.66928
H 5.11652 -5.03171 -1.96157
N -1.25106 -8.06261 0.01151
C 10.41662 2.41950 1.69887
C 6.49667 7.66675 -1.62865
H -0.88046 -4.51999 -8.12422
C -5.12930 1.85222 -2.81810
H 7.14195 5.14448 -1.39841
H -0.33821 -7.67238 -0.17434
H -5.33389 1.15120 -2.00888
H 3.49605 -5.98865 3.09227
H 5.10201 -1.82934 7.43746
H -9.95359 -5.88432 -1.81156
N -5.83660 -1.52852 1.89912
C -1.85742 -6.77562 -3.95315
H -1.10455 -6.52091 -4.69908
H 6.08378 -4.41418 -6.56623
H -8.05985 -4.70244 6.09522
H -2.14353 -7.81800 -4.09343
H 2.81513 -4.90487 -4.90434
H 4.67683 0.52218 7.22058
H 3.95475 -0.61137 4.25030
H -8.00677 -3.72780 -5.33183
C -0.68035 -0.22319 -0.62779
C -4.26707 1.83959 -5.12837
H 9.19816 0.94469 1.48702
H 2.57067 -8.61344 -1.51641
N -7.55336 1.92321 -3.38439
C 1.66062 0.30975 0.07050
H 4.09248 8.46273 -2.32782
O 7.12252 -1.41629 7.31691
H 3.43096 1.14885 -7.15553
C 1.53300 5.60564 7.55352
H 4.59580 1.30849 5.64485
H -2.72309 -6.13131 -4.10666
O 2.83222 -7.20509 0.07830
N 3.67985 -4.61383 1.54447
O -4.30679 6.22825 3.54234
H -1.54091 4.24666 -2.71519
C 0.10922 0.00294 7.66923
H -4.61956 3.87764 2.17596
H -3.26501 2.11460 -4.79921
C -10.27248 -4.94832 -2.27015
H -4.12074 8.11307 4.45447
H 3.82503 3.79731 -5.59719
H -3.69978 -7.42685 0.45974
H 4.80606 6.35589 -2.32618
C 2.42798 5.95218 8.79529
N 2.79625 7.39053 8.85764
C 3.22710 2.98111 -5.19173
H -0.42880 -0.01259 8.61707
H 3.20806 -7.94034 1.99116
H 4.55217 10.22823 -2.19157
H 0.68200 6.28589 7.51968
H -3.35841 -2.34744 -8.77304
C -0.81937 -2.40699 -6.48697
C -6.59765 -2.64307 4.00139
C 8.18479 -1.33751 6.31818
H -2.61500 5.19778 3.00372
H 3.08314 3.27794 -4.15285
O 9.43727 1.69540 0.93852
H -2.02509 1.41291 5.70975
H -6.60115 -2.84101 -5.39864
H 5.99092 -2.80549 6.22854
C 5.06456 5.99213 -0.20978
C -7.94744 -4.26323 -2.43137
H 2.07369 2.88941 -6.78445
C 5.89457 -1.82232 6.68919
H -2.84593 -5.91980 -1.81059
N -0.80159 4.71176 -2.20806
H 4.33258 6.76781 0.01515
C -3.46130 7.39100 3.97296
O -1.59476 1.30836 6.56150
O -1.93748 -2.94430 -7.20594
H 6.70318 5.39415 -2.97599
H 4.07143 -0.13867 1.12535
H -3.65593 -9.04269 -0.28565
N -3.51018 -3.03619 -9.49601
C -4.31799 3.84385 3.22287
O -9.22891 -4.32658 -3.00148
C -0.81635 0.13206 6.47752
H -7.29954 1.38921 -4.20326
N -3.61277 2.60218 3.37925
C -5.60356 3.64256 3.97049
H 0.72640 6.99783 -1.66839
C 1.57917 -5.63791 2.25200
N -0.28624 1.74427 0.68576
H -0.24781 0.05664 5.55061
C -3.63788 7.98820 -2.01549
H 1.79035 -4.42593 -2.89133
C -0.12258 6.71000 -1.04832
H -0.19361 4.84766 -3.00304
H 0.36013 2.18180 1.32676
C 3.77686 1.53005 -5.23705
O -2.29707 8.15509 -2.55987
H -3.22467 4.92137 4.62026
C -7.09365 -3.57196 -4.75735
C -2.78993 -4.19771 -9.05015
H 2.96844 -9.26583 0.02313
H -1.29017 -1.71669 -5.78702
H 3.59948 -3.00624 -3.71915
H 4.15961 1.25356 -0.15802
H 5.79839 -3.92355 -3.14415
H -10.58045 -4.22326 -1.51678
H -3.83442 -2.49757 3.33429
H 4.35509 -4.15212 -6.88561
H -7.97336 -3.96140 -1.38431
H -2.11296 -4.47487 -11.19446
H -2.49504 6.44467 -3.71766
C 4.88742 9.20711 -2.37332
N 6.36513 5.24439 -2.03610
C 11.44052 1.42676 2.21456
C 5.16094 0.59694 6.24683
H 7.00690 7.70599 -2.59106
C 0.18448 0.35750 0.44106
H 1.35848 -4.66242 2.68540
H 5.36626 9.17364 -3.35194
C 1.70338 5.78087 10.08010
C 5.32538 -0.82189 5.66891
O 1.98375 3.07345 -5.84656
H -5.55848 3.61670 5.05925
H -5.53363 -1.85397 0.99227
O 0.88375 -1.20338 7.48610
C 3.50478 -7.11308 1.34644
O 4.20410 1.24167 -6.59407
H -0.63972 0.30276 -1.58164
H -1.66587 -0.31920 -0.17216
O 2.43056 1.07853 0.99534
H 1.99131 -0.72627 -0.00300
C -5.88837 -2.70619 2.60749
H -3.93079 -3.29626 1.73836
H -2.83976 7.86058 3.21054
C -1.23546 6.04216 -1.80199
O -4.86406 1.12736 -4.01020
H -3.58810 7.22288 -1.24096
H 12.11822 1.87920 2.93851
H -6.07414 4.42542 -1.65956
H -7.89307 -2.29600 -3.16104
H 12.01574 1.03624 1.37508
C 3.70287 -4.00904 -3.30464
H 3.36771 5.40119 8.75742
C -1.88547 -6.40101 -1.62611
O 4.88389 -5.26269 -5.21781
H -8.31369 -2.95792 5.66041
C 1.30182 4.85836 5.33693
H -7.47978 -5.24758 -2.45230
H -5.76973 -1.86621 -3.17829
H 3.21563 -4.46716 0.65954



Entry 2:
107
Properties=species:S:1:pos:R:3 method="wB97M-V/def2-TZVPD" relative_energy_ev=3.289 fmax_ev_per_a=1.30 charge=-2 e_lumo_ev=3.3 energy_ev=-160214.7820 homo_lumo_gap_ha=0.1564 homo_energy_ha=-0.0354
H -2.88478 -6.75126 -0.34956
Cl -0.43319 10.23051 -0.85521
H -3.57446 -3.11078 1.03839
C -2.57743 1.14477 2.58196
C 5.36832 -1.30709 -1.86257
Cl 6.76111 -4.37964 -4.02532
H -5.18153 -0.04702 6.25297
N -1.26850 -0.72626 1.63488
C -3.73883 1.34241 3.47345
H 1.17300 5.28581 -2.67018
H -6.56556 3.22961 3.88699
C -4.44404 0.88323 -3.06056
C 1.51117 -1.80865 1.23469
C 3.59347 -2.05063 -3.27499
C -2.09984 3.66651 2.64209
C -3.44440 0.40056 -2.23069
C 0.71331 3.58927 -1.28508
H 1.23200 8.61432 0.79745
C -0.75206 3.71298 0.83339
C 4.40832 -3.03485 -3.80348
C 4.89485 1.76832 -1.80391
H -6.01424 2.29410 -4.56800
C -3.00387 -2.25621 1.36550
H -1.40377 5.59825 1.93588
C -2.36684 -0.20893 2.14440
H 5.85845 2.45557 -3.48365
H -2.67621 3.92012 3.51881
H 1.35031 -2.07407 2.26882
H 7.21433 -2.40500 -2.01769
C -0.06134 4.23862 -0.23437
C -1.03090 6.29394 -1.28790
C -0.13375 5.72610 -0.38532
C 3.08737 -0.14166 -1.70432
C -0.31210 8.48784 -0.67747
Cl -2.38722 -7.35738 -3.09214
C 1.10712 -0.19395 -5.34038
O 3.71672 1.31341 0.15410
C -2.28731 -5.95158 -0.76755
C 1.25940 4.23843 -2.42008
H -1.83223 8.10519 -2.13724
Cl -7.36906 1.79043 6.22072
H 0.61989 -0.50424 -6.25758
C -5.81998 2.47013 4.08544
C 4.06396 -1.15119 -2.31809
C -0.69937 -2.66411 0.30079
H -4.86016 0.25888 -3.84334
C -3.32911 2.34301 -1.06807
H -4.63001 2.96256 2.38484
C -5.97593 1.61393 5.16217
C -1.87233 2.30518 2.11323
H -3.20909 -0.27067 4.77774
N -1.02953 2.37057 1.08013
C -5.05000 0.61671 5.40787
K 0.14441 0.49437 -0.01543
C 2.99951 0.74351 -4.14294
H -0.63176 -0.68025 -4.06990
C 5.71532 -3.14049 -3.35514
C 1.93172 3.26164 -3.15595
C -1.57831 -1.98457 1.10208
H -0.77095 -5.07399 -3.66073
N -5.92150 2.71529 -3.65832
C 0.68425 6.57668 0.34997
C -3.47820 -1.19390 2.03335
H -2.85622 2.90023 -0.26810
C -4.72227 2.32098 3.25192
C 2.33830 0.30639 -5.36913
C -1.11833 -3.83413 -0.50237
H 3.45688 -0.73942 1.20874
H -3.07315 -0.61180 -2.36462
H -4.64392 3.93950 -1.64221
C 0.67238 -2.13218 0.16268
C -1.89120 -6.00190 -2.09006
H -0.06056 -3.15858 -2.22882
C -1.89270 -4.87527 0.01649
C 0.39161 -0.30458 -4.07311
C -4.89790 2.18408 -2.86953
N -2.88026 1.10152 -1.25074
C 5.03523 1.85325 -3.12199
C 0.59716 7.95791 0.21714
C 4.22865 1.27027 -4.18558
H 4.03149 -3.72455 -4.54703
H 1.39854 6.14473 1.04008
H 2.46401 3.39365 -4.08618
N 1.19353 -1.68632 -1.01544
H -1.65969 5.63629 -1.87652
H -4.50228 -1.02758 2.33705
I 6.24859 2.87039 -0.63995
C -1.12950 7.66955 -1.43934
C -0.70167 -3.94053 -1.83573
C 1.78379 2.07633 -2.41141
H 2.55718 -1.99440 -3.58566
C 2.20617 0.63782 -2.83021
C -3.94710 0.49610 4.57421
C -1.09143 -5.00848 -2.62889
C 6.20000 -2.29506 -2.37746
H 2.86642 0.39738 -6.30563
H 5.75456 -0.66611 -1.07810
N 1.05205 2.27069 -1.30392
C -1.43964 4.52368 1.84126
Cl 5.08706 1.39547 -5.73248
C -4.32498 2.92189 -1.83965
H -2.16420 -4.86201 1.06342
C 2.58746 -1.10418 0.68790
N 0.87688 0.02851 -2.95513
C 3.86740 1.00599 -0.99337
C 2.30664 -0.98649 -0.68651
H -5.94070 3.72118 -3.69832



Entry 3:
118
Properties=species:S:1:pos:R:3 method="wB97M-V/def2-TZVPD" fmax_ev_per_a=2.10 e_lumo_ev="-0.1 / 0.1" energy_ev=-333750.1348 homo_lumo_gap_ha="0.2528 / 0.2695" multiplicity=5 homo_energy_ha="-0.2573 / -0.2667"
H -1.75396 -4.06960 -4.89920
H 2.90252 -4.84459 2.62862
C -0.83779 2.27365 -5.60122
F -0.47892 3.43446 6.72761
C -0.51487 1.88272 4.95913
H -1.54967 4.34069 -2.40905
C 4.39235 1.16685 4.47536
As 0.12558 -1.60063 -0.87000
H 4.65431 -2.17633 -0.04474
H -3.93523 2.60782 -2.89583
C -0.97405 -3.04423 -3.18940
F -1.02589 2.38498 1.44700
H 5.65879 -4.37372 -0.15502
S -0.53181 -0.02549 2.99494
C 0.95185 -4.29839 -0.43344
H -0.00124 -2.89025 -3.64386
C -0.58166 5.86362 -1.25349
H 0.21440 -0.57648 -3.17498
C 1.26511 -2.82078 3.31189
H -3.09006 -0.24024 -5.31342
C -1.22564 -2.57687 -1.90196
C -1.12002 1.64373 -3.29877
H 4.67066 -5.39064 -2.36957
C 4.58387 -4.36655 -0.34028
H -2.67303 -2.46537 -0.32480
H 2.63790 1.02094 3.23366
C 0.94014 -0.57864 -2.36076
As -0.49706 1.66571 -1.45516
H 1.90870 0.86935 -1.07233
H 2.92810 -1.73256 -1.44526
C -3.69802 1.63159 0.42624
H 1.83606 -1.07518 -2.73051
O 1.84291 -0.73432 1.02908
F -1.00856 5.46863 5.02240
H -3.97575 -4.44743 -3.88018
H -0.78911 -5.36267 5.34885
C -0.91707 2.66650 2.77318
H 4.59121 -6.07695 1.05939
C -0.51574 2.44219 -4.26387
F -1.31258 4.94958 2.35313
C -0.54502 -4.39178 3.45251
C 3.34344 -3.71268 -2.22049
C -2.46736 -2.82196 -1.32519
C -5.88447 5.90215 -2.97198
H -0.36973 2.89978 -6.34976
C -0.65824 1.58403 3.60132
C 3.94093 -3.00222 -0.01811
C 3.87956 -5.36022 0.64749
C 3.33796 -3.18129 1.33760
C 4.80959 -1.50758 3.84063
C 1.16754 5.11776 0.21465
C -3.20386 -3.93411 -3.32119
C 0.38934 6.14335 -0.30442
H -0.06585 -3.26491 1.69247
C -2.05199 0.68177 -3.67707
C -1.95879 -3.71342 -3.89740
C 4.24361 -4.58263 -1.78964
C 0.95553 3.81275 -0.19645
C 1.44228 -3.08932 -0.75472
N -4.28141 3.57755 -0.51008
Cr -0.70690 0.27581 0.59747
N -3.73634 2.31185 -0.66973
H 2.41657 -2.53264 5.09958
C -4.72352 4.20738 -1.71654
H 0.85217 -6.38921 -0.75929
H 1.09521 -4.17180 6.40397
H 0.20301 3.19493 -3.96102
H 1.72709 1.40448 -2.75579
C 0.84635 -3.97766 5.36865
C 3.32973 -4.45136 1.71390
H -5.69282 5.92125 -0.84940
C -2.36798 0.50966 -5.01716
C 3.70253 -0.83212 3.33803
C 5.48773 0.48931 4.99312
H -5.94105 5.66531 -5.10526
H 1.92761 5.33698 0.95380
H 2.91106 -7.17830 -0.12499
H -6.46265 6.81709 -2.98403
C -4.88671 4.06837 -4.12777
C -1.75343 1.29888 -5.97845
H 0.53820 7.15978 0.03566
F -0.24975 0.90005 5.82076
H 1.54306 3.00650 0.23376
S -4.95201 5.42040 1.41171
H -4.67030 3.52703 -5.04056
S -4.26090 2.57297 1.81599
S -3.22908 -0.00140 0.57322
C 0.19784 -3.48375 2.71953
C 5.70273 -0.84330 4.66704
C 2.88046 -2.77344 -1.13052
H 6.16711 0.99921 5.66369
C 1.55242 -5.64087 -0.39517
C -5.60081 5.25638 -4.16255
C -3.45353 -3.50078 -2.02894
H 4.23368 2.20954 4.71729
C -5.45074 5.39574 -1.75401
C -4.45907 3.54638 -2.92072
C -4.52616 3.96424 0.77872
C -0.63306 3.17602 5.42801
H -1.19339 6.65958 -1.65850
C -0.90665 4.22343 4.55927
As 2.42904 -1.73631 2.20175
H 6.56861 -1.36241 5.05703
C -0.78676 4.55842 -1.67436
H -1.37946 -4.90141 2.98817
C 1.24710 0.85613 -1.94411
H 4.96547 -2.54919 3.58378
C -1.05461 3.96623 3.20737
C 1.59242 -3.06310 4.63707
C -0.21295 -4.64721 4.77677
C 2.73763 -6.11522 0.00524
C 3.49873 0.50645 3.64687
H -0.12732 -4.34163 -0.29353
H -1.98969 1.16190 -7.02597
C -0.02264 3.52314 -1.14658
H -2.53502 0.07912 -2.91315
H 2.90410 -3.69171 -3.21010
H -4.41220 -3.68724 -1.56258